[1]
81
Properties=species:S:1:pos:R:3:lowdin_charge:R:1 method="wB97M-V/def2-TZVPD" smiles=Cc1c(C)c2c(c(C)c1O)CC[C@](C)(CCC[C@H](C)CCC[C@H](C)CCCC(C)C)O2 gap_ev=8.27 largest_force_ha_per_bohr=0.0154 total_charge=0
C 3.438 0.332 0.781 -0.38
C -3.356 -1.283 4.189 -0.02
H -3.712 -2.161 4.719 0.07
H 1.148 -1.679 -3.357 0.08
H 7.430 -0.476 -0.486 0.13
H -7.011 -3.000 -0.105 0.07
H 2.563 2.198 0.160 0.11
C 4.763 0.215 0.012 -0.18
H -5.009 3.101 -1.471 0.09
H 8.714 2.121 0.474 0.08
C 7.808 0.533 -0.678 -0.45
C -2.773 0.937 2.400 -0.02
C -4.481 1.013 -1.349 -0.51
H 0.853 0.822 1.468 0.10
H -3.525 -0.403 4.808 0.09
H -1.515 -1.747 -1.564 0.12
H -0.503 -0.768 0.329 0.10
H 4.413 0.360 2.712 0.08
C -6.201 -0.768 -0.853 -0.13
C -4.282 2.422 -1.911 0.00
H -2.681 1.678 1.613 0.08
C -1.149 -0.858 -2.085 -0.18
C -4.074 -1.149 2.879 -0.16
H -1.750 1.181 -2.383 0.12
H 0.602 0.363 -2.096 0.13
H 6.316 0.975 -2.155 0.11
H 8.504 0.018 -2.665 0.07
C 5.456 1.546 -0.275 -0.20
H 7.054 2.398 -1.422 0.12
C 6.660 1.400 -1.208 -0.20
H 1.150 -1.326 0.183 0.10
H 7.664 1.063 1.422 0.07
C -5.449 -0.923 0.447 -0.11
C -4.491 0.021 0.813 -0.16
C 0.306 -0.603 -1.674 -0.38
C -5.021 -2.103 2.505 -0.23
H -3.727 -0.985 -1.604 0.11
H -5.972 -3.683 3.025 0.08
H 2.732 0.881 2.752 0.07
H 2.250 -1.504 -1.991 0.07
H 9.712 -0.207 -1.400 0.07
H -5.911 -1.566 -1.544 0.12
H -3.057 1.442 3.323 0.09
C 0.946 0.806 0.380 -0.19
H -3.743 -0.030 -3.091 0.13
C 3.652 0.921 2.174 -0.06
C 0.457 -0.547 -0.141 -0.17
H 4.568 -0.289 -0.939 0.11
H -7.576 -3.034 1.560 0.09
H 0.921 -2.663 -1.911 0.08
O -5.262 -3.136 3.375 0.05
H -1.943 0.606 -0.725 0.11
C -5.699 -2.008 1.290 -0.15
H 2.522 0.940 -1.072 0.11
H -3.289 2.783 -1.664 0.08
C -6.688 -3.088 0.926 -0.03
H 5.435 -0.424 0.589 0.11
C 1.213 -1.678 -2.271 -0.07
H -4.407 2.418 -2.990 0.09
H 3.966 1.959 2.113 0.08
C -2.057 0.329 -1.773 -0.18
H -6.238 -4.076 1.040 0.09
H 9.256 0.503 0.924 0.08
H 9.311 1.418 -1.957 0.08
O -4.178 1.107 0.037 -0.02
H -7.274 -0.871 -0.669 0.12
H 3.064 -0.691 0.907 0.13
C -3.529 0.004 -2.022 -0.11
C 8.393 1.091 0.617 -0.08
C 8.901 0.433 -1.741 -0.09
H 5.773 2.008 0.659 0.10
H 0.293 1.589 -0.012 0.11
H 4.746 2.223 -0.754 0.11
H -1.805 0.465 2.563 0.08
H -6.558 1.346 -0.999 0.13
C 2.391 1.132 -0.006 -0.18
H -1.190 -1.066 -3.157 0.12
H -6.226 0.570 -2.553 0.13
C -5.947 0.591 -1.499 -0.11
H -2.283 -1.379 4.029 0.08
C -3.801 -0.089 2.025 -0.14



[2]
49
Properties=species:S:1:pos:R:3:lowdin_charge:R:1 method="wB97M-V/def2-TZVPD" gap_ev=7.73 largest_force_ha_per_bohr=0.0039 total_charge=0
Cu -0.302 -0.221 -0.959 0.38
Ge 1.375 1.626 0.741 0.83
C 2.509 3.923 4.136 -0.09
H -1.418 -1.019 2.217 -0.01
H -4.403 1.849 0.843 0.02
C -3.506 1.938 0.229 -0.23
H -0.933 2.059 3.467 0.00
H -3.652 1.358 -0.684 0.01
H 0.572 6.252 2.629 0.10
C 1.714 -1.718 3.348 -0.09
H 2.414 1.860 -0.381 -0.01
C 3.044 -0.774 1.108 -0.12
H -2.503 -1.164 0.828 0.01
C 0.941 4.275 1.882 -0.13
C 1.331 -0.518 2.758 -0.14
H 3.121 3.779 5.018 0.10
H 0.311 4.419 1.009 0.10
C 1.865 5.133 3.927 -0.10
C 0.191 -3.002 -0.948 -0.59
C 1.982 -0.028 1.622 -0.34
C -1.813 2.325 2.878 -0.22
H 1.972 5.936 4.645 0.10
C 3.437 -1.971 1.694 -0.10
H -0.575 2.256 -0.687 -0.03
H 0.477 -2.013 0.803 0.08
H -2.702 2.126 3.481 0.02
H -1.762 3.396 2.679 0.01
C -2.276 -0.568 1.715 -0.23
H 0.465 -4.195 -2.673 0.06
O -0.135 -2.031 -1.648 -0.06
H 3.074 -3.378 3.277 0.10
C 1.583 3.053 2.074 -0.32
H -3.129 -0.626 2.395 0.02
H 1.195 -2.076 4.229 0.10
C 0.215 -4.349 -1.630 -0.54
Ge -1.926 1.303 1.202 0.68
I 1.585 -5.773 -0.839 0.83
H -0.775 -4.794 -1.561 0.06
H 4.266 -2.531 1.279 0.10
H 0.827 -3.704 0.856 0.05
C 1.080 5.310 2.795 -0.09
C 2.370 2.893 3.213 -0.11
C -0.391 1.434 0.014 -0.60
H 0.514 0.046 3.196 0.09
N 0.451 -2.920 0.349 0.21
C 2.768 -2.448 2.814 -0.11
H 3.572 -0.415 0.230 0.09
H -3.383 2.986 -0.049 0.02
H 2.877 1.951 3.391 0.09



[3]
91
Properties=species:S:1:pos:R:3:lowdin_charge:R:1 method="wB97M-V/def2-TZVPD" gap_ev=6.42 largest_force_ha_per_bohr=0.0098 total_charge=0
O -1.336 1.512 -0.341 0.02
N 1.520 -2.035 1.424 0.13
C 3.350 -0.150 -4.161 -0.65
H 3.760 -1.905 -2.950 0.09
H 3.134 1.479 -0.164 0.07
H 3.047 -0.297 -6.293 0.08
O 1.206 -4.259 -0.257 0.04
C 1.156 0.364 1.843 -0.48
H 4.197 2.876 -0.415 0.09
H -3.803 -0.132 2.388 0.14
C 3.144 -1.001 -2.906 -0.03
C 1.801 -3.258 1.859 -0.18
H -4.927 1.803 -1.792 0.07
C 1.888 -1.210 3.632 0.03
C 2.830 3.961 -2.536 -0.04
C 1.623 3.808 -0.364 -0.01
H 0.740 4.310 -0.760 0.09
H -3.061 -4.428 4.302 0.09
O 0.776 2.907 -4.372 -0.18
C -2.469 1.513 -0.795 -0.43
H -4.248 0.189 -0.793 0.13
S -0.333 0.084 -3.736 0.17
H -4.161 1.756 -3.392 0.10
H 2.402 3.949 -7.123 0.09
C 4.824 0.207 -4.314 -0.03
H 3.418 -1.842 -5.507 0.08
O 1.050 1.269 2.631 0.12
H -4.803 -2.728 4.803 0.09
Cs -0.454 -1.722 -0.891 1.09
N -3.232 -2.505 3.470 -0.15
H -4.068 1.288 0.590 0.14
O 2.656 1.098 -4.050 -0.17
C -2.467 -3.520 4.172 -0.03
Si 1.120 1.514 -3.536 -0.19
C -3.603 -0.912 1.643 -0.13
C -0.076 4.396 -5.983 -0.03
H 4.962 0.844 -5.189 0.08
C 2.203 -2.480 4.074 -0.03
C 2.153 -3.534 3.173 0.02
O 0.960 0.418 0.547 -0.02
C 3.481 2.208 -0.899 -0.02
H 5.177 0.749 -3.435 0.08
C 1.665 -4.366 0.847 -0.46
H 2.588 4.516 -5.452 0.08
H 1.804 -1.114 -5.322 0.05
O -1.841 -2.523 1.678 -0.04
H 2.098 -1.291 -2.838 0.03
H -1.578 -3.752 3.595 0.08
H -0.020 4.754 -7.013 0.08
H -0.910 2.971 -2.053 0.06
O -2.846 -0.392 0.589 -0.21
C 1.547 -1.033 2.295 -0.16
H 2.478 -2.653 5.105 0.11
H 1.976 -6.190 0.622 0.14
H -2.188 4.173 -2.391 0.10
H 3.986 1.675 -1.706 0.06
H -4.574 -1.296 1.295 0.14
H 5.429 -0.694 -4.436 0.08
H 3.412 -0.431 -2.012 0.08
O 1.337 2.077 -1.976 -0.18
C -2.806 -2.056 2.266 -0.41
H -5.158 -1.645 3.471 0.09
C 0.477 2.057 -6.650 -0.04
C -4.380 -1.953 4.166 -0.04
H 1.310 3.175 0.467 0.07
C 2.871 -0.902 -5.399 -0.04
H -1.102 4.084 -5.779 0.08
H 2.302 4.565 0.034 0.09
H 2.380 -4.545 3.475 0.12
H 2.026 4.563 -2.958 0.09
H -0.533 1.721 -6.416 0.07
H -4.493 3.303 -2.597 0.09
H 0.178 5.219 -5.311 0.08
H 0.502 1.209 0.187 0.09
H 1.144 1.208 -6.503 0.06
N -2.862 2.269 -1.832 -0.12
C 2.311 3.005 -1.466 -0.62
C -3.524 0.634 -0.106 -0.11
C -4.182 2.271 -2.428 -0.04
H 3.309 3.411 -3.346 0.07
C 2.310 3.661 -6.072 -0.03
H -1.828 2.865 -3.554 0.07
H 3.002 2.845 -5.865 0.07
C -1.888 3.126 -2.498 -0.03
H 3.569 4.624 -2.078 0.09
H -2.173 -3.150 5.157 0.10
H 0.527 2.364 -7.698 0.09
H -4.109 -1.101 4.797 0.10
H 1.892 -0.349 4.286 0.12
C 0.878 3.229 -5.760 -0.65
O 2.109 -5.540 1.329 0.11



[4]
112
Properties=species:S:1:pos:R:3:mulliken_spin:R:1 method="wB97M-V/def2-TZVPD" gap_ev="7.12 / 7.65" s_squared=2.018 largest_force_ha_per_bohr=0.0752 spin_multiplicity=3 total_charge=0
H 1.704 6.934 2.105 0.00
C -2.480 -3.959 2.433 0.00
O -2.877 1.776 -3.944 -0.02
C 1.171 4.455 3.370 0.00
C -1.248 1.728 -0.656 -0.01
H -2.564 -2.938 -0.038 0.00
H -2.548 -4.744 3.185 0.00
H -5.460 4.729 0.574 0.00
H 1.227 -0.430 -1.927 0.00
H -0.043 6.736 0.885 0.00
O -0.844 2.904 -0.935 -0.01
C 3.202 -1.056 -0.489 0.00
H 4.564 -5.015 -3.800 0.00
H -0.917 1.768 -6.477 0.00
H 4.784 0.663 -1.906 0.00
C -1.414 -6.652 -0.002 0.00
H 3.157 1.253 -1.803 0.00
H -1.062 -2.364 0.642 0.00
H 5.782 -3.786 -3.554 0.00
H 2.184 5.734 4.740 0.00
C -1.814 1.972 -4.585 -0.01
C 3.880 -4.019 -1.404 0.00
H 4.190 -5.058 -1.504 0.00
H 0.437 -2.539 -3.281 0.00
H 0.560 5.228 5.248 0.00
H 0.712 -4.976 -0.123 0.00
H -0.595 -7.203 -1.910 0.00
H -2.198 -6.586 -2.025 0.00
C 0.471 6.832 3.889 0.00
H 0.289 -3.656 1.866 0.00
H 2.307 7.926 3.412 0.00
C -0.174 -4.648 1.811 0.00
H 1.820 4.769 2.538 0.00
H -0.488 0.555 -5.343 0.00
H 5.647 -2.175 -1.526 0.00
H 0.275 1.311 0.734 0.00
N -0.786 6.433 3.272 0.00
H 0.933 8.516 2.543 0.00
H -3.105 5.727 1.769 0.00
H -2.907 5.017 3.348 0.00
H 3.864 0.752 -3.384 0.00
H -0.244 -5.088 2.803 0.00
C 3.809 -3.277 -2.762 0.00
H -2.633 4.035 1.908 0.00
H -3.500 -3.792 2.068 0.00
H 2.725 -0.188 -0.041 0.00
H 4.221 -1.110 -0.089 0.00
H -0.603 7.341 5.713 0.00
H 2.357 -3.211 -4.367 0.00
C -2.489 5.032 2.337 0.00
C -1.344 1.135 -5.700 0.00
H 1.576 3.520 3.756 0.00
H 2.947 -3.983 -0.844 0.00
N -2.146 -5.601 0.716 0.00
H -0.629 -0.066 0.292 0.00
C 4.724 -3.934 -3.768 0.00
C 1.343 -2.436 -2.685 0.00
V -2.323 3.157 -2.431 2.09
H -6.576 3.878 -0.573 0.00
C -0.750 0.994 0.535 0.01
H -1.804 -8.721 -0.476 0.00
O -1.655 7.530 3.044 0.00
C -4.498 3.617 -0.974 0.00
H -3.262 -7.823 -0.007 0.00
H -0.047 3.499 1.894 0.00
H 0.533 -7.524 0.104 0.00
C -1.019 5.376 2.297 0.00
H 1.069 7.980 5.636 0.00
H -1.390 1.060 1.409 0.00
H -4.036 -5.797 0.697 0.00
H 2.029 -4.413 -3.139 0.00
H -0.291 8.688 4.717 0.00
C 1.162 5.577 4.396 0.00
H 2.720 -1.987 -0.205 0.00
H 4.630 -3.562 -0.744 0.00
O -3.377 4.206 -0.795 -0.01
C 3.296 -0.888 -2.027 0.00
H -2.111 0.471 -6.082 0.00
C -0.193 4.154 2.752 0.00
H -0.938 -3.508 -0.653 0.00
O -1.112 2.965 -4.171 -0.01
H -2.083 -8.327 1.215 0.00
C -1.250 -6.423 -1.510 0.00
H -0.842 3.639 3.475 0.00
C 0.637 -5.479 0.845 0.00
H -5.692 3.012 0.670 0.00
H -2.187 -3.011 2.892 0.00
H 1.090 -2.772 -1.670 0.00
O -2.121 1.265 -1.442 -0.03
C -5.632 3.845 -0.035 0.00
C -0.054 -6.818 0.695 0.00
C 3.782 0.525 -2.324 0.00
H 4.540 -3.551 -4.773 0.00
C -1.592 -4.355 1.261 0.00
H -1.516 6.081 0.326 0.00
C 1.389 7.597 2.909 0.00
H -0.845 -5.442 -1.752 0.00
C -2.201 -7.956 0.196 0.00
N 4.141 -1.857 -2.710 0.00
H 1.786 -0.534 -3.584 0.00
H -0.256 -7.251 1.676 0.00
C 1.870 -1.008 -2.600 0.00
O 5.500 -1.659 -2.333 0.00
C -0.597 5.803 0.860 0.00
O -3.407 -5.356 0.117 0.00
H -0.165 5.032 0.228 0.00
C 0.174 7.762 5.059 0.00
C -1.551 -3.246 0.207 0.00
C 2.377 -3.386 -3.286 0.00
H 1.659 -5.670 1.183 0.00
O -4.538 2.779 -1.908 -0.01
H -2.221 7.541 3.823 0.00